DFT (the ωB97M-V functional and the def2-TZVPD basis) results for C4H3NO4Pb as an isolated structure in a non-equilibrium geometry.

As for the calculated total energy: -702.0781 hartree. The net charge is +2. The spin multiplicity is 1. For the strongest force on any atom, the calculation gives 6.14 eV Å⁻¹.

Atoms and positions in Å:
O (0.09, 1.55, 3.13)
C (-0.04, 1.21, 2.06)
Pb (-0.12, 0.63, -0.36)
O (-0.50, 3.89, -1.86)
C (-0.45, 2.86, -1.37)
C (-2.06, -0.84, 0.59)
O (-2.96, -1.43, 0.98)
C (-0.47, -0.95, -2.24)
O (-0.65, -1.54, -3.19)
N (1.55, -1.15, 0.48)
H (1.45, -1.54, 1.42)
H (2.47, -0.70, 0.48)
H (1.68, -1.97, -0.12)

Which charges does Löwdin predict for the atoms? In e, they are: O 0.206; C -0.081; Pb 1.252; O 0.191; C -0.090; C -0.012; O 0.199; C -0.082; O 0.202; N -0.010; H 0.074; H 0.073; H 0.076

DFT (the ωB97M-V functional and the def2-TZVPD basis) results for a 5-piece molecular cluster, CH12NO4 overall in a non-equilibrium geometry.

As for the calculated total energy: -400.7467 hartree. The net charge is +1. The spin multiplicity is 1. The energy above the lowest of the compared OMol25 structures with the same formula, charge and spin comes out at 86.1 kJ/mol. For the strongest force on any atom, the calculation gives 1.86 eV Å⁻¹.

Atoms and positions in Å:
C (1.64, -0.17, 1.94)
N (1.19, 0.95, 1.51)
H (2.14, -0.10, 2.90)
H (1.40, -1.11, 1.47)
H (1.14, 1.18, 0.50)
H (1.30, 1.76, 2.11)
H (2.38, 1.44, -3.65)
H (1.96, 2.82, -3.25)
O (2.31, 2.01, -2.87)
H (0.98, 1.24, -1.86)
H (-0.36, 0.48, -1.59)
O (0.33, 0.99, -1.17)
H (-1.92, -1.08, 1.82)
H (-1.62, -1.68, 0.56)
O (-1.17, -1.12, 1.23)
H (-4.58, -2.52, -0.13)
H (-3.46, -3.38, 0.26)
O (-3.66, -2.44, 0.15)

Which charges does Löwdin predict for the atoms? In e, they are: C 0.157; N 0.192; H 0.122; H 0.114; H 0.108; H 0.154; H 0.071; H 0.063; O -0.036; H 0.007; H 0.057; O -0.060; H 0.035; H 0.029; O -0.067; H 0.053; H 0.058; O -0.057

DFT (the ωB97M-V functional and the def2-TZVPD basis) results for a 2-piece molecular cluster, C4H11N3O2 overall in a non-equilibrium geometry.

As for the calculated total energy: -473.4610 hartree. The net charge is +1. The spin multiplicity is 2. The expectation value of S² is 0.77. The energy above the lowest of the compared OMol25 structures with the same formula, charge and spin comes out at 150.8 kJ/mol. For the strongest force on any atom, the calculation gives 1.84 eV Å⁻¹.

Atoms and positions in Å:
C (2.58, -0.77, -0.90)
C (1.57, -1.23, -1.92)
O (0.51, -0.36, -2.01)
O (1.63, -2.21, -2.60)
H (3.28, -0.11, -1.40)
H (3.13, -1.67, -0.62)
H (2.11, -0.26, -0.06)
C (-0.86, 0.61, 3.28)
C (-1.41, 0.94, 0.84)
N (-2.30, 0.22, 0.32)
N (-1.59, 1.27, 2.23)
N (-0.27, 1.35, 0.30)
H (-3.11, -0.10, 0.85)
H (-0.08, -0.62, -2.74)
H (-2.55, 1.49, 2.50)
H (0.16, 2.20, 0.65)
H (-0.19, 1.19, -0.70)
H (-1.19, 0.98, 4.24)
H (0.22, 0.68, 3.11)
H (-1.06, -0.47, 3.25)

Which charges does Löwdin predict for the atoms? In e, they are: C 0.018; C -0.555; O 0.035; O 0.137; H 0.099; H 0.096; H 0.067; C -0.020; C -0.511; N 0.305; N 0.116; N 0.209; H 0.113; H 0.135; H 0.169; H 0.144; H 0.107; H 0.109; H 0.105; H 0.123

DFT (the ωB97M-V functional and the def2-TZVPD basis) results for C3H4N3 as an isolated structure in a non-equilibrium geometry.

As for the calculated total energy: -280.4209 hartree. The net charge is +1. The spin multiplicity is 1. The energy above the lowest of the compared OMol25 structures with the same formula, charge and spin comes out at 546.6 kJ/mol. For the strongest force on any atom, the calculation gives 6.85 eV Å⁻¹.

Atoms and positions in Å:
C (1.77, -2.28, -0.95)
C (0.45, -0.90, -1.02)
C (-0.27, 0.09, 0.59)
N (2.64, -1.29, -1.22)
N (1.84, -0.41, -1.31)
N (0.53, -2.34, -0.78)
H (-0.31, -0.60, -1.70)
H (-0.64, 1.05, 0.25)
H (0.46, 0.43, 1.30)
H (-1.13, -0.54, 0.77)

Which charges does Löwdin predict for the atoms? In e, they are: C 0.131; C -0.158; C 0.184; N 0.120; N 0.140; N 0.237; H 0.147; H 0.068; H 0.058; H 0.073

DFT (the ωB97M-V functional and the def2-TZVPD basis) results for C35H32BF2N2O4PS2W as an isolated structure in a non-equilibrium geometry.

As for the calculated total energy: -3192.4324 hartree. The net charge is +2. The spin multiplicity is 1. The energy above the lowest of the compared OMol25 structures with the same formula, charge and spin comes out at 160.0 kJ/mol. For the strongest force on any atom, the calculation gives 3.00 eV Å⁻¹.

Atoms and positions in Å:
W (0.90, 0.30, 0.10)
O (-1.37, 0.83, -0.99)
S (-0.94, 2.19, -1.34)
O (-1.71, 3.24, -0.78)
N (0.59, 2.13, -0.73)
C (1.43, 3.22, -0.62)
C (1.32, 4.46, -1.21)
C (2.28, 5.44, -0.93)
C (3.31, 5.20, -0.05)
C (3.44, 3.95, 0.59)
C (4.43, 3.63, 1.54)
C (4.43, 2.35, 2.07)
C (3.50, 1.41, 1.66)
N (2.52, 1.67, 0.77)
C (2.50, 2.94, 0.26)
C (-0.73, 2.43, -3.10)
C (0.49, 2.09, -3.66)
C (0.72, 2.38, -5.00)
C (-0.26, 3.01, -5.75)
C (-1.47, 3.36, -5.17)
C (-1.71, 3.08, -3.83)
H (0.50, 4.68, -1.88)
H (2.20, 6.40, -1.40)
H (4.03, 5.98, 0.17)
H (5.16, 4.36, 1.85)
H (5.17, 2.07, 2.80)
H (3.55, 0.40, 2.05)
H (1.26, 1.64, -3.05)
H (1.67, 2.13, -5.45)
H (-0.08, 3.25, -6.78)
H (-2.23, 3.86, -5.75)
H (-2.62, 3.38, -3.34)
F (3.35, -1.20, -1.10)
B (2.46, -1.12, -0.10)
F (2.37, -2.31, 0.53)
O (-0.27, -1.49, 0.29)
P (-1.08, -1.95, 1.51)
C (-0.27, -3.36, 2.30)
C (0.25, -4.37, 1.50)
C (0.86, -5.46, 2.09)
C (0.95, -5.53, 3.48)
C (0.42, -4.52, 4.27)
C (-0.19, -3.43, 3.68)
C (-1.04, -0.47, 2.58)
C (0.14, 0.31, 2.43)
C (0.19, 1.56, 3.08)
C (-0.89, 2.01, 3.82)
C (-2.01, 1.21, 3.99)
C (-2.10, -0.02, 3.35)
C (-2.78, -2.34, 1.06)
C (-3.38, -1.68, -0.01)
C (-4.71, -1.95, -0.30)
C (-5.43, -2.84, 0.48)
C (-4.83, -3.49, 1.55)
C (-3.50, -3.24, 1.84)
H (0.16, -4.31, 0.42)
H (1.28, -6.25, 1.48)
H (1.44, -6.37, 3.94)
H (0.49, -4.59, 5.35)
H (-0.62, -2.64, 4.29)
H (1.10, -0.27, 2.26)
H (1.10, 2.15, 3.05)
H (-0.83, 2.97, 4.31)
H (-2.82, 1.54, 4.62)
H (-2.98, -0.63, 3.48)
H (-2.81, -0.97, -0.59)
H (-5.18, -1.45, -1.13)
H (-6.47, -3.03, 0.26)
H (-5.39, -4.18, 2.16)
H (-3.00, -3.75, 2.66)
C (-0.27, -2.82, -2.31)
S (-0.20, -1.10, -2.93)
C (0.92, -1.50, -4.32)
O (0.78, -0.37, -2.02)
H (-0.67, -3.44, -3.10)
H (-0.95, -2.85, -1.46)
H (0.71, -3.15, -2.01)
H (0.52, -2.31, -4.92)
H (1.88, -1.79, -3.89)
H (1.05, -0.63, -4.95)

Which charges does Löwdin predict for the atoms? In e, they are: W 1.636; O -0.392; S 0.673; O -0.226; N -0.267; C -0.247; C 0.033; C -0.026; C 0.005; C -0.130; C 0.063; C -0.007; C -0.078; N -0.039; C -0.143; C -0.287; C -0.100; C -0.051; C -0.038; C -0.035; C -0.035; H 0.122; H 0.124; H 0.128; H 0.138; H 0.124; H 0.127; H 0.103; H 0.119; H 0.120; H 0.121; H 0.125; F 0.174; B -0.736; F 0.144; O -0.471; P 0.913; C -0.288; C -0.066; C -0.043; C -0.039; C -0.049; C -0.072; C -0.250; C -0.222; C -0.047; C -0.027; C -0.012; C -0.032; C -0.281; C -0.062; C -0.046; C -0.040; C -0.046; C -0.065; H 0.105; H 0.119; H 0.118; H 0.118; H 0.109; H 0.116; H 0.109; H 0.123; H 0.124; H 0.122; H 0.086; H 0.116; H 0.119; H 0.119; H 0.111; C -0.204; S 0.993; C -0.179; O -0.684; H 0.072; H 0.025; H 0.076; H 0.070; H 0.074; H 0.047

DFT (the ωB97M-V functional and the def2-TZVPD basis) results for the molecule CH2N2O3S in a non-equilibrium geometry.

As for the calculated total energy: -772.5261 hartree. The spin multiplicity is 1. The energy above the lowest of the compared OMol25 structures with the same formula, charge and spin comes out at 474.6 kJ/mol. For the strongest force on any atom, the calculation gives 3.70 eV Å⁻¹.

Atoms and positions in Å:
C (0.56, 0.93, 1.69)
N (0.42, 0.92, 0.36)
N (-0.13, -1.71, -2.04)
O (-0.37, 1.13, 2.46)
O (0.10, -2.83, -1.71)
O (-0.87, -0.99, -1.03)
S (-0.97, 0.58, -0.36)
H (1.62, 0.82, 2.04)
H (-0.37, 1.15, -1.43)

Which charges does Löwdin predict for the atoms? In e, they are: C -0.484; N -0.322; N -0.019; O -0.023; O 0.081; O -0.471; S 1.102; H 0.127; H 0.010

DFT (the ωB97M-V functional and the def2-TZVPD basis) results for C8H13ClMnO4 as an isolated structure in a non-equilibrium geometry.

As for the calculated total energy: -2224.3268 hartree. The spin multiplicity is 6. The expectation value of S² is 8.88. The energy above the lowest of the compared OMol25 structures with the same formula, charge and spin comes out at 173.5 kJ/mol. For the strongest force on any atom, the calculation gives 5.30 eV Å⁻¹.

Atoms and positions in Å:
C (-1.47, -0.76, -0.04)
C (1.39, -0.16, -0.43)
C (-1.74, 0.02, -1.22)
H (-2.29, -1.01, 0.65)
C (0.93, 1.23, -0.31)
H (2.45, -0.32, -0.20)
H (-1.21, -0.39, -2.11)
H (1.72, 1.91, 0.06)
C (-1.59, 1.55, -1.24)
H (-2.29, 2.02, -0.55)
H (-1.91, 1.88, -2.23)
C (-0.45, -1.89, -0.28)
H (-0.90, -2.76, -0.76)
H (-0.05, -2.24, 0.70)
C (0.75, -1.32, -1.14)
H (0.45, -1.08, -2.16)
H (1.50, -2.13, -1.22)
C (-0.15, 2.07, -1.02)
H (0.24, 2.44, -1.99)
H (-0.24, 3.00, -0.42)
Mn (0.22, 0.18, 0.99)
H (-2.78, -0.40, -1.44)
O (2.21, -1.57, 3.69)
Cl (1.52, -0.37, 3.32)
O (1.54, 0.59, 4.37)
O (2.04, 0.22, 2.04)
O (0.09, -0.70, 2.93)

Which charges does Löwdin predict for the atoms? In e, they are: C -0.175; C -0.269; C -0.242; H 0.128; C -0.287; H 0.112; H 0.114; H 0.113; C -0.174; H 0.109; H 0.107; C -0.168; H 0.132; H 0.115; C -0.193; H 0.102; H 0.118; C -0.190; H 0.110; H 0.110; Mn 0.757; H 0.154; O -0.283; Cl 0.771; O -0.283; O -0.388; O -0.399

DFT (the ωB97M-V functional and the def2-TZVPD basis) results for the molecule C7H8N2O2 in a non-equilibrium geometry.

As for the calculated total energy: -531.3480 hartree. The spin multiplicity is 1. The energy above the lowest of the compared OMol25 structures with the same formula, charge and spin comes out at 554.2 kJ/mol. For the strongest force on any atom, the calculation gives 4.45 eV Å⁻¹.

Atoms and positions in Å:
C (-0.01, -1.32, -2.06)
C (0.36, -0.87, -0.76)
C (-0.52, 0.22, -0.43)
C (2.06, -2.34, -0.26)
C (-0.62, 1.07, 0.64)
C (-1.47, 2.29, 0.51)
C (0.21, 0.77, 1.86)
N (-1.38, 0.34, -1.67)
N (1.33, -1.29, 0.04)
O (1.81, -3.20, -1.10)
O (-1.01, -0.60, -2.46)
H (0.17, -2.27, -2.40)
H (2.90, -2.38, 0.43)
H (-2.02, 2.13, -0.44)
H (-1.89, 2.55, 1.53)
H (-0.71, 3.14, 0.35)
H (0.35, 1.68, 2.37)
H (-0.54, 0.03, 2.41)
H (1.00, 0.06, 1.45)

Which charges does Löwdin predict for the atoms? In e, they are: C -0.016; C -0.198; C -0.107; C -0.403; C -0.243; C -0.032; C -0.016; N 0.097; N 0.071; O 0.009; O 0.011; H 0.106; H 0.115; H 0.076; H 0.112; H 0.129; H 0.060; H 0.158; H 0.074